#1
The molecule H2N2O3S, computed with wB97M-V/def2-TZVPD.

Calculated values
* Kohn-Sham gap: 9.580 eV
* HOMO level: -0.393 Eh

ORCA input file:
```
! wB97M-V def2-TZVPD RIJCOSX def2/J DEFGRID3
* xyz 0 1
N -0.078 0.507 0.248
N 2.426 -0.830 -0.017
O 2.424 -1.633 0.875
O 2.617 -0.969 -1.187
O 2.393 1.804 -0.535
S 2.019 0.961 0.547
H -0.112 0.288 -0.742
H -0.199 -0.348 0.779
*
```



#2
A cluster of 2 separate species, H2N2O3S in total, computed with wB97M-V/def2-TZVPD.

Calculated values
* Kohn-Sham gap: 7.139 eV
* HOMO level: -0.335 Eh

ORCA input file:
```
! wB97M-V def2-TZVPD RIJCOSX def2/J DEFGRID3
* xyz 0 1
N -0.204 1.581 -0.277
N 0.129 0.310 -0.255
O 0.589 2.405 0.277
O 2.596 -0.481 0.938
O 3.744 -0.119 -1.059
S 3.828 0.018 0.342
H -0.500 -0.284 -0.860
H 1.112 -0.072 0.195
*
```



Computed relative energies in units of kJ/mol: #1 178.2; #2 0.0



#1
The molecule H2N2O3S, computed with wB97M-V/def2-TZVPD.

Calculated values
* Kohn-Sham gap (alpha / beta): 7.866 / 7.865 eV
* HOMO level (alpha / beta): -0.366 / -0.367 Eh
* structure (SMILES): NON=S(=O)=O

ORCA input file:
```
! wB97M-V def2-TZVPD RIJCOSX def2/J DEFGRID3
* xyz 0 1
N 0.034 0.997 1.078
O 0.692 1.266 -0.188
N 0.280 0.590 -1.081
S 0.081 -1.357 -1.122
O -1.080 -1.741 -1.961
O -0.143 -1.425 0.364
H 0.269 1.662 1.812
H -0.132 0.009 1.098
*
```



#2
The molecule H2N2O3S, computed with wB97M-V/def2-TZVPD.

Calculated values
* Kohn-Sham gap: 9.836 eV
* HOMO level: -0.366 Eh

ORCA input file:
```
! wB97M-V def2-TZVPD RIJCOSX def2/J DEFGRID3
* xyz 0 1
N 1.051 0.622 -0.803
N -1.084 -0.200 0.793
O -1.522 0.656 -0.008
O -1.601 -0.887 1.605
O 1.024 -1.679 0.063
S 0.895 -0.339 0.545
H 0.564 0.307 -1.653
H 0.672 1.518 -0.543
*
```



Computed relative energies in units of kJ/mol: #1 267.9; #2 0.0



#1
A cluster of 3 separate species, C3H12O3 in total, computed with wB97M-V/def2-TZVPD.

Calculated values
* Kohn-Sham gap: 11.034 eV
* HOMO level: -0.384 Eh
* structure (SMILES): CO.CO.CO

ORCA input file:
```
! wB97M-V def2-TZVPD RIJCOSX def2/J DEFGRID3
* xyz 0 1
C -30.304 44.648 -13.604
O -29.554 45.430 -12.697
H -29.944 43.617 -13.639
H -31.375 44.595 -13.358
H -30.301 45.136 -14.577
H -29.406 44.921 -11.897
C -27.041 42.905 -16.721
O -26.274 44.072 -16.490
H -26.480 42.029 -16.367
H -28.012 42.817 -16.218
H -27.251 42.813 -17.784
H -26.234 44.198 -15.536
C -30.939 40.870 -16.437
O -29.986 40.904 -15.388
H -31.738 40.171 -16.213
H -31.314 41.874 -16.663
H -30.487 40.534 -17.382
H -29.335 41.574 -15.614
*
```



#2
A cluster of 3 separate species, C3H12O3 in total, computed with wB97M-V/def2-TZVPD.

Calculated values
* Kohn-Sham gap: 10.500 eV
* HOMO level: -0.361 Eh
* structure (SMILES): CC(C)O.O.O

ORCA input file:
```
! wB97M-V def2-TZVPD RIJCOSX def2/J DEFGRID3
* xyz 0 1
C 0.049 0.106 1.048
C 0.385 -0.187 -0.419
C 1.479 -1.262 -0.542
O -0.760 -0.748 -1.066
H -0.945 0.609 1.106
H -0.069 -0.833 1.622
H 0.737 0.805 1.541
H 0.735 0.718 -0.906
H 2.350 -1.158 0.134
H 1.110 -2.280 -0.555
H 2.036 -1.016 -1.472
H -1.178 -0.061 -1.602
O -0.101 1.635 4.465
H -0.361 1.526 5.381
H -0.926 1.896 4.054
O -1.610 0.118 -3.868
H -0.864 -0.324 -4.282
H -2.069 0.455 -4.639
*
```



#3
A cluster of 3 separate species, C3H12O3 in total, computed with wB97M-V/def2-TZVPD.

Calculated values
* Kohn-Sham gap: 11.133 eV
* HOMO level: -0.390 Eh
* structure (SMILES): CC(C)O.O.O

ORCA input file:
```
! wB97M-V def2-TZVPD RIJCOSX def2/J DEFGRID3
* xyz 0 1
C 0.479 0.999 -0.645
C 0.204 -0.225 0.206
C 0.108 -1.464 -0.655
O 1.139 -0.399 1.270
H 0.608 1.918 -0.109
H 1.435 0.831 -1.158
H -0.282 1.159 -1.399
H -0.734 -0.055 0.736
H -0.783 -1.486 -1.272
H 0.948 -1.453 -1.362
H 0.221 -2.394 -0.099
H 1.745 0.339 1.372
O -4.630 2.812 -0.614
H -5.079 3.577 -1.006
H -3.724 3.116 -0.782
O 3.174 -2.331 1.859
H 2.411 -1.750 1.698
H 2.761 -3.194 1.959
*
```



Computed relative energies in units of kJ/mol: #1 147.5; #2 20.8; #3 0.0



#1
A cluster of 2 separate species, C4H13NOS in total, computed with wB97M-V/def2-TZVPD.

Calculated values
* Kohn-Sham gap: 9.703 eV
* HOMO level: -0.334 Eh
* structure (SMILES): C[C@@H](N)CCS.O

ORCA input file:
```
! wB97M-V def2-TZVPD RIJCOSX def2/J DEFGRID3
* xyz 0 1
C -1.372 1.688 -1.653
C -0.089 1.120 -0.941
N 0.280 2.180 -0.013
C -0.276 -0.254 -0.259
C 0.975 -1.163 -0.156
S 2.103 -1.488 -1.583
H -2.060 2.044 -0.885
H -1.889 0.839 -2.037
H -1.115 2.398 -2.436
H 0.686 1.106 -1.706
H 1.176 2.052 0.293
H 0.435 3.053 -0.560
H -0.560 -0.201 0.837
H -0.974 -0.823 -0.815
H 1.624 -1.025 0.720
H 0.531 -2.194 -0.059
H 2.720 -0.296 -1.631
O -0.957 -2.667 4.316
H -1.256 -3.502 4.619
H 0.018 -2.865 3.949
*
```



#2
A cluster of 2 separate species, C4H13NOS in total, computed with wB97M-V/def2-TZVPD.

Calculated values
* Kohn-Sham gap: 9.393 eV
* HOMO level: -0.313 Eh
* structure (SMILES): CSCCCN.O

ORCA input file:
```
! wB97M-V def2-TZVPD RIJCOSX def2/J DEFGRID3
* xyz 0 1
C 0.532 0.154 2.211
S -0.027 -1.483 1.650
C -0.057 -1.189 -0.151
C -1.335 -0.492 -0.610
C -1.246 -0.080 -2.068
N -0.407 1.120 -2.194
H 0.202 0.949 1.555
H 0.051 0.313 3.171
H 1.607 0.149 2.327
H 0.799 -0.564 -0.381
H 0.086 -2.158 -0.624
H -2.178 -1.155 -0.415
H -1.494 0.392 0.019
H -2.240 0.067 -2.512
H -0.737 -0.858 -2.639
H -0.909 1.933 -1.854
H -0.222 1.269 -3.178
O 2.162 2.550 -0.309
H 1.277 2.476 0.055
H 2.339 1.707 -0.732
*
```



Computed relative energies in units of kJ/mol: #1 87.8; #2 0.0



#1
A cluster of 2 separate species, C4H13NOS in total, computed with wB97M-V/def2-TZVPD.

Calculated values
* Kohn-Sham gap: 8.683 eV
* HOMO level: -0.300 Eh
* structure (SMILES): CN[C@@H](C)CS.O

ORCA input file:
```
! wB97M-V def2-TZVPD RIJCOSX def2/J DEFGRID3
* xyz 0 1
C -0.205 -2.570 0.067
N -0.546 -1.121 0.240
C 0.326 -0.052 0.673
C 1.420 0.429 -0.269
C -0.544 1.111 1.233
S -0.007 1.678 2.862
H 0.558 -2.894 0.760
H 0.091 -2.692 -0.975
H -1.187 -3.008 0.210
H -1.124 -0.846 -0.538
H 0.770 -0.422 1.601
H 1.853 1.408 -0.078
H 0.947 0.567 -1.260
H 2.160 -0.330 -0.523
H -1.555 0.707 1.273
H -0.619 2.006 0.621
H 1.327 1.640 2.609
O -1.115 1.137 -2.592
H -0.677 1.529 -3.371
H -1.874 1.725 -2.542
*
```



#2
A cluster of 2 separate species, C4H13NOS in total, computed with wB97M-V/def2-TZVPD.

Calculated values
* Kohn-Sham gap: 9.834 eV
* HOMO level: -0.332 Eh
* structure (SMILES): CCNCCS.O

ORCA input file:
```
! wB97M-V def2-TZVPD RIJCOSX def2/J DEFGRID3
* xyz 0 1
C 1.033 -1.072 -1.791
C 0.416 -1.510 -0.463
N -0.244 -0.463 0.297
C 0.207 0.935 0.267
C -0.583 1.832 -0.649
S -2.235 2.173 0.058
H 1.813 -0.322 -1.643
H 0.292 -0.559 -2.423
H 1.500 -1.920 -2.292
H -0.349 -2.225 -0.744
H 1.185 -1.984 0.136
H -1.246 -0.546 0.335
H 0.161 1.302 1.310
H 1.277 0.914 0.053
H -0.866 1.312 -1.557
H -0.071 2.765 -0.862
H -1.779 2.604 1.241
O -0.268 -1.443 3.000
H 0.025 -0.755 3.618
H -0.270 -1.040 2.106
*
```



#3
A cluster of 2 separate species, C4H13NOS in total, computed with wB97M-V/def2-TZVPD.

Calculated values
* Kohn-Sham gap: 8.955 eV
* HOMO level: -0.305 Eh
* structure (SMILES): CN[C@H](C)CS.O

ORCA input file:
```
! wB97M-V def2-TZVPD RIJCOSX def2/J DEFGRID3
* xyz 0 1
C 1.476 1.623 -1.690
N 0.714 0.406 -1.320
C 0.645 0.259 0.104
C 1.453 -1.012 0.532
C -0.853 -0.050 0.344
S -1.198 0.349 2.195
H 2.001 1.590 -2.653
H 0.608 2.361 -1.939
H 2.163 1.606 -0.777
H 0.988 -0.440 -1.781
H 0.998 1.212 0.702
H 1.425 -1.230 1.582
H 1.232 -1.905 0.061
H 2.522 -0.782 0.160
H -1.522 0.510 -0.261
H -1.087 -1.073 0.277
H -0.452 -0.443 2.953
O -1.117 -1.498 -1.895
H -1.291 -0.673 -2.329
H -0.803 -2.108 -2.454
*
```



#4
A cluster of 2 separate species, C4H13NOS in total, computed with wB97M-V/def2-TZVPD.

Calculated values
* Kohn-Sham gap: 9.629 eV
* HOMO level: -0.322 Eh
* structure (SMILES): CNCCCS.O

ORCA input file:
```
! wB97M-V def2-TZVPD RIJCOSX def2/J DEFGRID3
* xyz 0 1
C -2.553 -0.053 -1.793
N -1.798 -0.484 -0.605
C -0.464 0.088 -0.384
C -0.506 1.052 0.810
C 0.977 1.428 1.132
S 1.618 0.051 2.205
H -2.856 0.984 -1.885
H -3.499 -0.635 -1.848
H -1.866 -0.336 -2.631
H -2.336 -0.315 0.235
H -0.231 0.706 -1.351
H 0.276 -0.643 -0.110
H -1.002 0.632 1.786
H -1.013 2.148 0.589
H 0.998 2.394 1.651
H 1.575 1.526 0.251
H 2.826 0.552 2.333
O 0.956 -1.899 -2.970
H 0.958 -2.843 -2.655
H 0.486 -1.497 -2.239
*
```



Computed relative energies in units of kJ/mol: #1 61.5; #2 0.0; #3 196.2; #4 92.4



#1
The molecule C6H4O, computed with wB97M-V/def2-TZVPD.

Calculated values
* Kohn-Sham gap: 9.978 eV
* HOMO level: -0.376 Eh
* structure (SMILES): C#CC(=O)C#CC

ORCA input file:
```
! wB97M-V def2-TZVPD RIJCOSX def2/J DEFGRID3
* xyz 0 1
C 3.002 -0.850 0.692
C 2.218 0.064 0.654
C 1.224 1.133 0.598
O 1.463 2.268 0.952
C -0.063 0.691 0.094
C -1.109 0.238 -0.304
C -2.362 -0.348 -0.766
H 3.697 -1.661 0.728
H -3.108 0.420 -0.989
H -2.766 -1.008 0.008
H -2.196 -0.948 -1.666
*
```



#2
A cluster of 2 separate species, C6H4O in total, computed with wB97M-V/def2-TZVPD.

Calculated values
* Kohn-Sham gap: 8.363 eV
* HOMO level: -0.324 Eh
* structure (SMILES): C=C=C=C=O.C#C

ORCA input file:
```
! wB97M-V def2-TZVPD RIJCOSX def2/J DEFGRID3
* xyz 0 1
C -2.148 -0.120 -0.912
C -1.254 0.772 -0.567
C -0.366 1.634 -0.222
C 0.765 1.793 0.407
O 1.760 2.091 0.929
H -3.003 -0.322 -0.275
H -2.051 -0.668 -1.845
C 0.991 -1.306 0.481
C 2.159 -1.288 0.767
H -0.047 -1.302 0.216
H 3.196 -1.283 1.021
*
```



Computed relative energies in units of kJ/mol: #1 0.0; #2 121.1



#1
The molecule C6H4O, computed with wB97M-V/def2-TZVPD.

Calculated values
* Kohn-Sham gap: 8.545 eV
* HOMO level: -0.325 Eh
* structure (SMILES): O=C/C=C\C1=C=C1

ORCA input file:
```
! wB97M-V def2-TZVPD RIJCOSX def2/J DEFGRID3
* xyz 0 1
O 0.555 1.215 1.500
C 1.391 0.902 0.679
C 1.067 0.445 -0.688
C -0.174 0.074 -1.032
C -1.217 -0.184 -0.074
C -2.269 0.014 0.873
C -1.708 -1.238 0.570
H 2.469 0.949 0.926
H 1.870 0.376 -1.414
H -0.398 -0.252 -2.046
H -1.586 -2.302 0.706
*
```



#2
The molecule C6H4O, computed with wB97M-V/def2-TZVPD.

Calculated values
* Kohn-Sham gap: 9.007 eV
* HOMO level: -0.336 Eh

ORCA input file:
```
! wB97M-V def2-TZVPD RIJCOSX def2/J DEFGRID3
* xyz 0 1
C 3.238 -0.609 -0.175
C 1.973 -0.394 -0.090
C 0.571 -0.295 0.238
C -0.112 0.833 0.561
C -1.477 0.552 0.267
C -1.500 -0.710 -0.230
O -0.255 -1.238 -0.275
H 1.829 0.240 -1.003
H 0.334 1.759 0.900
H -2.315 1.221 0.386
H -2.287 -1.358 -0.578
*
```



Computed relative energies in units of kJ/mol: #1 0.0; #2 12.0



#1
The molecule C6H4O, computed with wB97M-V/def2-TZVPD.

Calculated values
* Kohn-Sham gap: 9.956 eV
* HOMO level: -0.375 Eh
* structure (SMILES): C#CC(=O)C#CC

ORCA input file:
```
! wB97M-V def2-TZVPD RIJCOSX def2/J DEFGRID3
* xyz 0 1
C 3.077 -0.872 0.582
C 2.204 -0.060 0.752
C 1.103 0.870 0.982
O 1.107 1.676 1.890
C -0.033 0.678 0.103
C -1.055 0.338 -0.443
C -2.316 -0.156 -0.979
H 3.848 -1.596 0.438
H -2.532 0.247 -1.972
H -3.130 0.122 -0.303
H -2.274 -1.247 -1.051
*
```



#2
A structure of composition C6H4O, computed with wB97M-V/def2-TZVPD.

Calculated values
* Kohn-Sham gap: 10.180 eV
* HOMO level: -0.351 Eh

ORCA input file:
```
! wB97M-V def2-TZVPD RIJCOSX def2/J DEFGRID3
* xyz 0 1
C 0.186 -0.656 3.162
C 0.183 -0.382 1.927
C 0.205 -0.132 0.525
C -0.301 -0.847 -0.516
C -0.139 -0.030 -1.671
C 0.446 1.118 -1.232
O 0.659 1.079 0.096
H -0.828 -0.082 2.557
H -0.752 -1.827 -0.439
H -0.422 -0.267 -2.685
H 0.761 2.025 -1.725
*
```



#3
The molecule C6H4O, computed with wB97M-V/def2-TZVPD.

Calculated values
* Kohn-Sham gap: 8.633 eV
* HOMO level: -0.315 Eh

ORCA input file:
```
! wB97M-V def2-TZVPD RIJCOSX def2/J DEFGRID3
* xyz 0 1
C 1.625 0.633 -0.386
C 1.243 -0.327 0.393
C 0.729 -1.474 1.071
C 0.329 0.911 0.296
C -0.943 0.468 -0.317
C -1.241 -0.829 -0.191
O -0.513 -1.695 0.620
H 2.226 0.935 -1.230
H 0.296 1.575 1.159
H -1.633 1.132 -0.829
H -2.119 -1.329 -0.586
*
```



Computed relative energies in units of kJ/mol: #1 0.0; #2 39.1; #3 205.3